Entry 1:
{
  "formula": "C45H51BrIrN4O4S4Si",
  "method": "ωB97M-V/def2-TZVPD",
  "s2": 6.012,
  "homo_energy_ev": [-3.4, -4.4],
  "orbital_gap_ev": [5.63, 6.62],
  "charge": -1,
  "spin_multiplicity": 5,
  "species": ["Ir", "Br", "S", "S", "S", "S", "Si", "O", "O", "O", "O", "N", "N", "N", "N", "C", "C", "C", "C", "C", "C", "C", "C", "C", "C", "C", "C", "C", "C", "C", "C", "C", "C", "C", "C", "C", "C", "C", "C", "C", "C", "C", "C", "C", "C", "C", "C", "C", "C", "C", "C", "C", "C", "C", "C", "C", "C", "C", "C", "C", "H", "H", "H", "H", "H", "H", "H", "H", "H", "H", "H", "H", "H", "H", "H", "H", "H", "H", "H", "H", "H", "H", "H", "H", "H", "H", "H", "H", "H", "H", "H", "H", "H", "H", "H", "H", "H", "H", "H", "H", "H", "H", "H", "H", "H", "H", "H", "H", "H", "H", "H"],
  "positions_angstrom": [[-0.5120, -0.2003, 0.2291], [-0.1424, -4.3436, 2.2970], [-2.6320, -1.0806, 1.1590], [-2.0542, 3.5343, -3.0626], [0.5380, -0.5293, -4.4602], [-2.9730, -1.1534, -2.6686], [3.1908, -2.2863, -0.2784], [0.2128, 1.8539, 0.6176], [-0.1342, 0.1765, -1.8884], [-0.6691, -2.6254, -0.7674], [1.3816, -2.2162, -0.0472], [3.0868, -0.6201, 0.8406], [1.1649, -0.6669, 2.3444], [-5.5024, 0.7130, -1.1574], [-5.1924, -1.4700, 0.6579], [0.7063, -0.5331, 3.6014], [-2.2646, 2.1941, 2.4980], [2.9159, -0.2788, 4.4930], [2.9810, -2.3120, -2.1600], [2.4802, -0.5883, 2.1761], [3.3902, -0.4390, 3.2087], [0.6860, -4.5069, -0.4170], [-3.0611, 1.0979, -1.1472], [0.0898, 3.1742, 2.5926], [1.0903, -7.2634, -0.3624], [-1.3931, 3.4493, 2.4018], [2.2432, 2.3794, 1.7881], [-0.8946, 0.3440, -4.1072], [0.8308, 2.4256, 1.6306], [1.1079, -5.1798, -1.5588], [-6.5825, 0.1345, -0.4746], [0.3345, 4.3523, -2.7493], [3.1760, 1.8878, 0.6880], [-2.4620, 0.4431, -2.1399], [-0.8576, 2.3533, -2.6799], [0.7376, 3.7322, 3.6871], [2.1125, 3.6154, 3.8765], [-0.9124, 4.8154, -3.0348], [5.0918, -1.8153, -0.4322], [-4.2513, 0.5627, -0.4042], [0.4226, -3.0260, -0.4444], [-3.7996, -1.7263, -1.2924], [-4.0368, -0.9359, -0.0691], [0.6537, -6.6052, 0.7787], [0.4537, -5.2353, 0.7376], [-6.4243, -0.8487, 0.4170], [-1.6548, 4.2085, 1.0906], [1.5546, -0.3060, 4.6845], [-1.6502, 0.5306, -5.2247], [-1.0596, -0.0460, -6.3901], [1.3139, -6.5504, -1.5327], [2.7949, 0.5916, -0.0200], [0.3582, 2.9392, -2.5554], [-5.7610, 2.0499, -1.6506], [3.3717, 3.0197, -0.3291], [-0.7631, -0.6750, 3.8634], [-1.0787, 0.8287, -2.6608], [2.8451, 2.9592, 2.9037], [0.1340, -0.6456, -6.1230], [3.4496, -3.7726, 0.8516], [5.2679, -0.8198, -0.8718], [0.7844, -1.1682, -6.8109], [1.1234, -0.1586, 5.6671], [1.7606, 0.6042, -0.3196], [-1.5098, -0.0159, -7.3753], [4.1503, 1.7029, 1.1605], [1.2055, 4.9931, -2.6700], [1.2454, -8.3351, -0.3362], [3.5898, -3.1159, -2.5934], [-6.6746, 2.0444, -2.2478], [-3.3146, 2.4393, 2.3016], [5.6319, -1.8568, 0.5283], [4.4527, -0.3969, 2.9992], [3.9189, 2.6863, -1.2184], [-7.5680, 0.5141, -0.7149], [-4.9883, -1.6762, 1.6227], [-1.6809, 4.1107, 3.2249], [-1.9593, 1.4416, 1.7730], [1.6419, -7.0623, -2.4290], [-5.8828, 2.7882, -0.8388], [-1.2373, 5.8324, -3.2009], [2.6778, -3.8269, 1.6260], [4.4319, -3.7397, 1.3324], [-7.2774, -1.2712, 0.9320], [0.4699, -7.1454, 1.6984], [-2.6260, 2.0291, -0.7939], [-2.2047, 1.7510, 3.4980], [3.3639, -1.3712, -2.5722], [-1.0621, -0.0489, 4.7050], [4.0777, -0.5401, 1.0391], [1.2728, -4.6212, -2.4719], [1.2327, 2.3445, -2.3321], [-1.3634, -0.4114, 2.9970], [-1.0903, 5.1447, 1.0631], [0.1459, 4.2900, 4.4079], [1.9489, -2.4073, -2.5072], [-0.9869, -1.7168, 4.1193], [3.3976, -4.7051, 0.2738], [-2.7193, 4.4450, 0.9904], [3.9278, 2.9016, 3.0003], [2.4028, 3.4095, -0.6367], [-1.3442, 3.6080, 0.2322], [3.9278, 3.8346, 0.1358], [-2.5995, 1.0548, -5.2170], [2.5983, 4.0562, 4.7409], [-4.9381, 2.3745, -2.2839], [-4.3367, 1.0827, 0.5591], [-4.0397, -2.7808, -1.3012], [3.3897, 0.4657, -0.9258], [5.5845, -2.5342, -1.0996], [3.5986, -0.1079, 5.3159]],
  "forces_ev_per_angstrom": [[-0.7, 0.1, -0.4], [0.0, 0.0, 0.0], [0.3, 0.0, -0.2], [0.0, -0.1, 0.0], [0.0, 0.0, 0.0], [0.0, 0.0, 0.0], [0.4, 0.1, 0.0], [0.3, 0.0, 0.0], [0.0, 0.1, 0.3], [0.0, 0.0, -0.1], [-0.5, 0.0, 0.1], [-0.4, 0.1, -0.1], [0.3, 0.2, 0.1], [0.1, -0.1, 0.0], [-0.1, 0.0, -0.2], [-0.1, 0.0, 0.0], [0.1, 0.2, 0.1], [0.0, 0.0, 0.0], [-0.2, -0.1, -0.1], [0.0, -0.1, -0.1], [0.2, -0.1, 0.0], [0.0, 0.0, -0.2], [-0.1, 0.1, 0.2], [0.0, 0.1, 0.1], [0.0, 0.0, 0.0], [0.0, -0.1, -0.1], [0.1, 0.0, 0.0], [0.1, 0.2, 0.1], [-0.2, -0.2, 0.1], [0.0, 0.0, 0.0], [0.0, 0.0, 0.0], [0.1, 0.0, 0.0], [0.0, 0.0, 0.0], [0.1, -0.1, -0.1], [-0.1, -0.2, -0.1], [0.0, -0.1, -0.1], [-0.1, 0.0, 0.0], [-0.1, -0.1, 0.0], [0.2, 0.1, 0.0], [0.0, 0.0, -0.1], [0.3, 0.2, 0.1], [-0.1, 0.0, 0.0], [0.1, 0.1, 0.2], [0.0, -0.1, 0.0], [0.0, -0.1, 0.1], [0.1, -0.1, 0.0], [0.1, -0.1, 0.0], [-0.1, 0.0, 0.1], [0.0, 0.0, -0.1], [-0.1, 0.1, 0.0], [0.0, 0.0, 0.0], [0.1, 0.0, 0.2], [0.2, 0.1, 0.1], [0.0, 0.0, 0.1], [0.0, -0.1, -0.1], [0.1, -0.1, -0.1], [0.0, 0.0, -0.2], [0.0, 0.0, 0.0], [0.0, 0.0, 0.1], [0.0, -0.2, 0.0], [0.0, -0.2, 0.0], [-0.1, 0.1, 0.0], [0.0, 0.0, -0.1], [-0.3, -0.1, -0.1], [0.0, 0.0, 0.1], [0.1, 0.0, 0.0], [-0.1, -0.1, 0.0], [0.0, 0.0, 0.0], [0.0, 0.1, 0.1], [0.0, 0.0, 0.0], [0.1, 0.0, 0.0], [-0.1, 0.0, -0.1], [0.0, 0.0, 0.0], [0.0, 0.0, 0.1], [0.0, 0.0, 0.0], [0.0, 0.0, 0.1], [0.0, 0.1, 0.0], [-0.1, 0.1, 0.1], [0.0, 0.0, 0.0], [0.0, 0.0, 0.0], [0.1, -0.1, 0.0], [0.1, 0.0, -0.1], [-0.1, 0.0, -0.1], [0.0, 0.0, 0.0], [0.0, 0.0, 0.0], [0.0, -0.1, 0.0], [0.0, 0.0, -0.1], [0.0, -0.1, 0.0], [0.0, 0.0, 0.0], [0.1, 0.1, 0.0], [0.0, 0.0, 0.0], [0.0, 0.1, 0.0], [0.1, 0.0, 0.1], [0.0, 0.0, 0.0], [0.0, 0.0, 0.0], [0.1, 0.0, 0.0], [0.0, 0.1, -0.1], [0.0, 0.1, 0.1], [0.0, 0.0, 0.0], [0.0, 0.0, 0.0], [-0.1, 0.0, -0.1], [0.0, 0.0, 0.0], [0.0, 0.0, 0.0], [0.1, 0.0, 0.0], [0.0, 0.0, -0.1], [0.0, 0.0, 0.0], [0.0, 0.0, 0.1], [0.0, 0.1, 0.0], [0.1, 0.0, 0.1], [-0.1, 0.0, 0.1], [0.0, 0.0, 0.0]],
  "lowdin_spin": [2.39, 0.00, 0.20, 0.00, 0.00, 0.17, 0.00, 0.09, 0.12, 0.05, 0.03, 0.00, 0.04, 0.01, 0.02, 0.00, 0.00, 0.00, 0.00, 0.00, 0.00, 0.00, 0.05, 0.01, 0.00, 0.00, 0.01, 0.01, 0.01, 0.00, 0.00, 0.00, 0.00, 0.04, 0.00, 0.00, 0.01, 0.00, 0.00, 0.01, 0.01, 0.54, 0.07, 0.00, 0.00, 0.00, 0.00, 0.00, 0.00, 0.00, 0.00, 0.01, 0.00, 0.00, 0.00, 0.01, 0.01, 0.00, 0.00, 0.00, 0.00, 0.00, 0.00, 0.01, 0.00, 0.00, 0.00, 0.00, 0.00, 0.00, 0.00, 0.00, 0.00, 0.00, 0.00, 0.00, 0.00, 0.01, 0.00, 0.00, 0.00, 0.00, 0.00, 0.00, 0.00, 0.00, 0.00, 0.00, 0.00, 0.00, 0.00, 0.00, 0.01, 0.00, 0.00, 0.00, 0.00, 0.00, 0.00, 0.00, 0.00, 0.00, 0.00, 0.00, 0.00, 0.00, 0.00, 0.02, 0.00, 0.00, 0.00]
}



Entry 2:
{
  "formula": "C37H53F2N3O10",
  "method": "ωB97M-V/def2-TZVPD",
  "homo_energy_ev": -9.6,
  "orbital_gap_ev": 9.95,
  "charge": 0,
  "smiles": "O=C1OC[C@@H](F)O1.O=C1OC[C@@H](F)O1.c1ccncc1.c1ccncc1.c1ccncc1.C1CCOC1.C1CCOC1.C1CCOC1.C1CCOC1",
  "species": ["F", "F", "O", "O", "O", "O", "O", "O", "O", "O", "O", "O", "N", "N", "N", "C", "C", "C", "C", "C", "C", "C", "C", "C", "C", "C", "C", "C", "C", "C", "C", "C", "C", "C", "C", "C", "C", "C", "C", "C", "C", "C", "C", "C", "C", "C", "C", "C", "C", "C", "C", "C", "H", "H", "H", "H", "H", "H", "H", "H", "H", "H", "H", "H", "H", "H", "H", "H", "H", "H", "H", "H", "H", "H", "H", "H", "H", "H", "H", "H", "H", "H", "H", "H", "H", "H", "H", "H", "H", "H", "H", "H", "H", "H", "H", "H", "H", "H", "H", "H", "H", "H", "H", "H", "H"],
  "positions_angstrom": [[3.5368, 1.2026, -2.2430], [-5.1533, -1.5186, -3.1422], [0.3635, -4.7358, 1.5268], [2.9577, 1.5563, -6.3156], [-2.6354, -1.6936, -5.0524], [4.7283, -3.4840, 3.9551], [2.4668, 1.9220, -4.0878], [-2.8760, -1.0029, -2.9455], [0.3707, 0.0620, -1.0585], [-0.9517, -1.9456, -3.5747], [2.2316, 5.2786, 1.3850], [2.6835, -0.1311, -4.8801], [-2.1416, 2.5053, -0.0873], [-2.3622, 2.2361, -5.8257], [-1.8333, 1.5822, 5.0551], [-2.9977, -0.5318, 5.3749], [-0.8707, 1.7908, -4.0252], [-3.2068, 2.3568, 2.0657], [-0.7709, 0.9054, 4.6921], [3.0219, -2.6547, 2.5716], [-2.9248, 0.8802, 5.4237], [2.2839, -0.3403, -3.5170], [-0.9779, -4.8265, -0.3349], [-4.0793, -0.7193, -3.5749], [-3.8454, -0.9638, -5.0916], [-1.8379, -5.0713, 0.9486], [-3.7647, 1.1160, 1.6850], [2.3754, 1.0875, -2.9821], [-2.0436, -1.6186, -3.8054], [0.4851, -5.0792, 0.1853], [-2.3723, 3.0029, 1.1417], [3.8685, 3.7777, 0.5633], [-2.6848, 1.3679, -0.4187], [-0.4667, -1.0579, 0.7856], [3.3414, -3.6848, 3.6384], [3.9174, -1.4863, 3.0471], [-1.8825, -1.2305, 4.9705], [-0.7426, -0.4555, 4.6205], [2.1432, 5.4169, -0.0074], [-2.5008, 3.4722, -3.7893], [-3.4990, 0.6013, 0.4359], [-2.9594, 3.1892, -5.0665], [5.1165, -2.1592, 3.7009], [-1.3570, 1.5627, -5.2945], [3.5575, 4.8781, 1.6546], [0.0139, 0.2924, 1.2580], [2.9129, 4.1949, -0.5650], [2.7517, 1.1451, -5.2333], [-1.4686, 2.7687, -3.1826], [-0.8028, -5.4721, 1.9730], [0.6958, 0.9787, 0.0394], [0.3499, -1.2831, -0.5148], [-0.1709, -1.8134, 1.4969], [-3.7625, 1.4168, 5.8474], [1.5263, 1.4166, -2.3852], [4.2623, 5.7334, 1.5502], [0.1326, 1.4180, 4.4388], [-0.0411, -1.8974, -1.3064], [2.7825, -3.4803, 4.5308], [-3.3091, 2.8451, 3.0463], [3.4269, 4.3249, -1.5360], [-0.7928, 0.9916, 1.5352], [1.2824, -0.7584, -3.5852], [-0.0654, 1.1843, -3.6397], [-3.9325, -0.9627, 5.6594], [5.3917, -1.7078, 4.6566], [-1.1079, 3.0849, -2.2191], [-4.3668, 0.2940, -3.3539], [1.9701, -2.3657, 2.4922], [3.3493, -3.0780, 1.6514], [4.1932, -0.8398, 2.2337], [-4.6379, -1.5446, -5.5689], [3.1575, -4.6631, 3.2336], [-2.5896, -5.8325, 0.8549], [-2.8889, 4.3135, -3.2388], [0.7123, 0.2545, 2.0782], [2.2798, 3.3152, -0.7738], [-1.0662, -5.1068, 3.0064], [-3.6392, -0.0905, -5.6757], [0.1738, -1.0008, 4.3772], [-1.5208, -1.0892, 0.5907], [-3.7563, 3.7850, -5.4564], [3.6025, 2.8045, 0.9433], [-4.3986, 0.6014, 2.3391], [-0.5616, -6.5369, 1.9527], [-1.8750, 3.9370, 1.4483], [0.9141, -6.1005, 0.0402], [2.5600, 6.3906, -0.2950], [-3.9654, -0.2980, 0.0346], [-1.9392, -2.2946, 4.8418], [0.1564, 1.9004, -0.1342], [-0.8971, 0.8417, -5.9184], [1.1618, -4.3227, -0.2795], [3.3273, -0.8209, 3.6882], [-1.0672, -3.8129, -0.7185], [5.9798, -1.9761, 3.0751], [1.7846, 1.0864, 0.0676], [-2.2875, -4.1320, 1.3241], [2.9678, -1.0111, -3.0240], [3.6645, 4.4944, 2.6585], [1.0933, 5.4194, -0.2804], [1.3404, -1.5634, -0.2503], [-1.2980, -5.5676, -1.0396], [4.9190, 3.8449, 0.2857], [-2.3391, 0.9852, -1.3818]],
  "forces_ev_per_angstrom": [[-0.1, 0.1, 0.1], [1.3, 0.2, 0.0], [0.1, -0.7, 1.6], [0.1, 0.5, -0.3], [1.1, -0.8, 0.8], [0.3, -1.2, -0.6], [0.4, -0.5, -1.2], [-0.8, -0.3, 0.4], [0.4, 0.3, 0.1], [1.8, -0.9, 0.6], [0.0, 0.0, 0.9], [0.5, -1.1, -0.5], [0.6, 1.5, 0.9], [-1.5, 1.0, 0.0], [-1.8, 0.4, 0.9], [0.2, 1.7, 0.0], [-0.2, 0.4, 1.9], [0.7, 0.1, -0.5], [0.3, -0.5, -0.2], [0.3, 0.7, 1.0], [1.1, -0.7, -0.2], [-0.4, 1.0, -1.0], [0.2, -1.1, 0.9], [-1.6, 0.4, -1.2], [0.2, -0.5, 1.1], [0.4, 1.1, 0.2], [0.7, 1.4, -0.3], [-0.3, 0.1, 0.4], [-1.8, 0.7, -2.4], [-0.2, 1.3, -1.4], [-0.7, -0.4, 0.5], [-0.1, 1.8, 0.7], [0.0, -1.3, -0.1], [1.1, -0.9, -0.6], [0.3, 0.9, -0.4], [-1.0, 0.4, -0.4], [0.5, 1.3, -0.7], [-0.4, -2.7, 0.5], [0.1, -0.4, -0.5], [0.0, 0.5, 0.7], [0.0, 0.7, -0.9], [1.7, -1.1, 0.2], [-0.8, 1.2, 0.7], [-0.2, 0.7, 0.6], [0.8, -0.5, -1.0], [0.2, 1.8, -0.3], [0.1, -0.8, -1.0], [-0.5, 0.3, 1.6], [0.4, -0.6, -2.5], [0.6, 1.3, 0.8], [-1.0, -1.8, -0.6], [-1.2, 2.3, 0.5], [-0.3, -0.5, 0.4], [-0.1, 0.3, -0.3], [0.4, -0.1, 0.1], [-0.4, -0.3, -0.1], [0.3, 0.7, -0.1], [-0.3, -0.4, 0.0], [-0.6, -0.2, 0.6], [-0.2, -0.6, -0.5], [-0.1, 0.5, 0.6], [0.2, -0.7, 0.3], [-0.1, 0.1, 0.5], [0.0, 0.0, -0.1], [-0.3, -0.5, 0.1], [-0.2, 0.2, 0.1], [0.1, -0.4, 0.2], [0.0, 0.4, 0.3], [0.1, -0.2, 0.1], [0.3, 0.0, -1.0], [0.3, 0.2, -0.5], [0.1, -0.1, 0.3], [0.2, -0.7, 0.3], [-0.5, -0.2, -0.3], [-0.5, 0.1, 0.0], [0.2, -0.2, 0.4], [-0.3, 0.6, 0.2], [0.5, -0.6, -1.0], [-0.2, 0.9, 0.0], [-0.2, 0.4, -0.1], [-0.5, -0.1, 0.0], [-0.4, 0.0, -0.6], [0.2, -0.4, 0.1], [-0.8, -0.7, 1.0], [-0.1, -0.1, 0.2], [-0.2, -0.4, -0.5], [-0.6, 0.5, 0.0], [0.2, -0.2, -0.2], [0.2, 0.0, 0.4], [0.3, -0.3, 0.1], [0.4, 0.4, -0.4], [0.4, -0.7, -0.6], [-0.2, -0.8, 0.3], [0.2, -0.3, 0.4], [-0.1, -0.2, -0.1], [0.4, -1.0, -0.4], [-0.1, 0.1, 0.3], [0.0, -0.5, -0.4], [0.2, -0.1, 0.1], [-0.3, 0.0, 0.3], [-0.2, 0.0, 0.0], [1.1, -0.5, 0.2], [0.0, -0.1, -0.9], [0.0, -0.3, 0.0], [-0.5, -0.1, 0.1]],
  "mulliken_charge": [-0.39, -0.36, -0.23, -0.51, -0.44, -0.47, -0.46, -0.06, 0.20, -0.46, -0.40, -0.40, -0.04, -0.66, -0.54, -0.42, 0.53, -0.56, -0.34, 0.49, -0.34, 0.32, 0.25, 0.48, -0.47, -0.54, -0.54, 1.42, 0.49, -0.48, -0.43, -0.46, 0.27, -0.18, -0.54, -0.60, -0.43, 0.03, -0.65, -0.41, -1.03, -0.55, -0.48, -0.45, -0.50, 0.50, 0.77, 0.53, -0.55, -0.48, -0.55, -1.05, 0.42, 0.36, -0.55, 0.27, 0.47, 0.23, 0.37, 0.44, 0.50, -0.86, -0.14, -0.04, 0.44, 0.28, 0.68, 0.22, -0.40, 0.30, 0.30, 0.31, 0.26, 0.43, 0.41, 0.39, -0.85, 0.24, 0.23, 0.33, -0.08, 0.38, 0.06, 0.51, 0.33, 0.37, 0.32, 0.28, 0.60, 0.46, 0.33, 0.61, 0.14, 0.26, -0.56, 0.27, 0.20, 0.14, 0.40, 0.37, 0.30, 0.14, 0.51, 0.37, 0.42]
}



How do the records compare in relative energy (zero: lowest compared OMol25 entry of this formula, charge and spin)? In the order shown, they have 3.288; 0.000 eV.